## 1
9
Properties=species:S:1:pos:R:3:lowdin_charge:R:1 method="wB97M-V/def2-TZVPD" charge=-1 gap_ev="7.71 / 2.68" lumo_energy_ev="3.400 / 1.506"
C 0.06829 1.12054 0.09484 -0.174
O 0.81862 -2.67972 0.90509 -0.550
O 0.72667 -2.61009 -1.54997 -0.540
O -0.99306 1.55073 0.89546 -0.301
O -1.99062 2.13043 0.08876 -0.276
S 0.05817 -2.29164 -0.31014 0.724
H 1.01714 1.28414 0.78510 0.119
H 0.19429 1.43903 -0.85820 0.032
H 0.10050 0.05657 -0.05092 -0.033

## 2
9
Properties=species:S:1:pos:R:3:lowdin_charge:R:1 method="wB97M-V/def2-TZVPD" charge=-1 gap_ev=8.45 lumo_energy_ev=3.982
C 1.78250 0.01153 0.30003 -0.244
O -2.45616 1.31093 -0.40267 -0.539
O -1.92084 -1.13390 0.12981 -0.392
O 2.47564 0.75866 -0.35853 -0.081
O -0.25836 0.55955 -0.61503 -0.522
S -1.39259 0.52567 0.27859 0.591
H 1.53642 0.33781 1.37505 0.092
H 1.66816 -1.04350 0.01166 0.074
H -1.43477 -1.32674 -0.71892 0.023

The structure with the least stability is 1.